(1)
Molecular formula: C3H5CoO4
Method: DFT, ωB97M-V with the def2-TZVPD basis set

CARTESIAN COORDINATES (ANGSTROEM)
C -1.18048 0.41033 -0.26683
O 1.39630 -1.82082 -0.72683
O -0.33851 -0.54376 -0.92793
H -0.26459 2.35139 -0.25976
H -0.86821 1.79100 1.31037
Co 2.46245 0.60956 -0.12709
C 0.20993 -1.49414 -0.17876
H -1.82358 0.85275 -1.03865
O 0.92421 0.94605 0.72891
O -0.34332 -2.15494 0.67417
C -0.31613 1.46743 0.40593
H 1.92583 -2.29276 -0.07256
H -1.78388 -0.12209 0.47903

Atomic forces in eV per Å
C -0.7 -1.4 -0.2
O 1.2 1.4 0.2
O 0.2 1.2 -0.4
H 0.6 -0.3 0.3
H 0.6 0.0 -0.1
Co -1.2 -0.1 0.4
C -2.2 -2.9 0.7
H 0.2 -0.1 0.3
O 1.3 0.2 -0.5
O 1.1 1.7 -0.6
C -1.1 0.9 0.1
H -0.2 -0.8 0.0
H 0.1 0.1 -0.2

LUMO energy (alpha / beta), eV: -4.18 / -9.08
Spin multiplicity: 6
Frontier orbital gap (alpha / beta), eV: 9.094 / 6.359
Net charge: +1
Highest occupied orbital energy (alpha / beta), eV: -13.28 / -15.43

(2)
Molecular formula: C3HO3Y
Method: DFT, ωB97M-V with the def2-TZVPD basis set

CARTESIAN COORDINATES (ANGSTROEM)
O -1.27430 3.49362 -1.65116
C 0.91293 -1.73628 2.28452
O 0.72912 -1.64185 1.04044
C 1.15305 -1.65293 3.47780
Y 0.09915 -0.82266 -0.88262
C -0.97147 2.39043 -1.67993
H 1.36239 -1.71616 4.52765
O -0.63755 1.27537 -1.56174

Atomic forces in eV per Å
O 0.4 -1.7 -0.6
C 0.8 0.4 3.1
O -1.7 1.7 -5.2
C -0.4 -0.5 -1.6
Y 1.2 -1.4 3.6
C -1.1 4.2 0.7
H -0.1 0.1 -0.2
O 0.8 -2.9 0.0

LUMO energy (alpha / beta), eV: -11.27 / -11.27
Frontier orbital gap (alpha / beta), eV: 5.182 / 5.186
Net charge: +2
Highest occupied orbital energy (alpha / beta), eV: -16.45 / -16.45

(3)
Molecular formula: C23H36F3N3O30S7
Method: DFT, ωB97M-V with the def2-TZVPD basis set

CARTESIAN COORDINATES (ANGSTROEM)
O -0.60507 2.41403 -3.86782
H -4.26031 -8.94481 -4.87021
N 4.46352 -2.41124 2.35539
H -7.49024 0.64865 -2.00624
O 5.79235 4.65525 -0.87682
O 6.24592 6.13249 1.06731
H 4.20401 3.37596 -1.27624
C -5.40855 0.55911 -1.38980
O 0.92048 4.35734 6.43720
H 1.09906 3.59456 -3.72859
N 0.62508 -1.56939 4.53014
H -2.88160 3.16573 7.86284
C 1.18460 -1.46048 3.42659
H 4.21407 -5.50939 3.77798
S -2.18190 2.73595 -4.09867
H -5.32673 -7.21954 -6.22748
H 2.62756 -3.37656 2.77426
C -6.49334 0.63201 -2.45751
C -0.79805 -5.18837 -2.34087
H -1.31949 1.87965 6.49381
O -1.35178 -2.90535 -2.36101
C 5.16661 3.37737 -0.76094
H 6.44874 0.34851 1.57208
O -2.18868 -2.94352 -0.01229
C 2.04582 -1.35853 2.02806
H -0.40084 5.58195 -4.75859
C 6.44461 -0.68472 2.08576
S -5.75708 -1.74684 -2.25971
H -4.94233 -8.27060 -3.36561
H 4.23469 -3.83074 4.72335
O 0.26959 4.22249 1.96793
C 3.05659 -2.61180 1.98411
C -0.25089 -3.78758 -2.58161
O -2.63095 2.01953 -5.25859
H 1.29476 -1.48927 1.13372
O -0.76324 5.87824 5.32907
O 5.47827 -1.86164 0.13409
S 6.71410 4.92994 0.43441
C -1.41494 5.44771 0.89535
O -2.02197 4.30604 -4.49344
O -5.37485 -0.80872 -0.98675
H -3.26786 4.25538 6.50437
O -3.28153 -4.92735 -5.29778
S -0.41829 4.66608 6.02258
O 1.67492 4.18109 -0.08147
C -4.55967 -8.02621 -4.36122
O -0.72390 4.82014 -0.18504
H 4.90787 2.07498 0.97484
C 4.83669 -4.56265 4.05039
H -1.37144 -5.54087 -3.20349
H 5.82503 2.63287 -1.21886
H 0.13848 -3.66567 -3.59446
H 0.42578 3.36440 -5.36464
O -3.66681 -3.69384 -1.92516
O -3.95475 -5.10834 -2.86547
H 4.16843 3.68931 1.14277
O -0.12695 2.44777 0.27303
O -3.43968 -7.15575 -4.20535
O -2.84587 2.65814 -2.82589
H 0.30744 6.27054 1.93205
C 5.01850 3.13338 0.73496
O 5.94467 -4.30627 1.79998
C 5.36039 -1.73131 1.40506
O 6.20986 3.66038 1.31776
H -2.29267 4.84059 1.13665
H -1.73586 6.45182 0.61096
O -0.99853 3.41086 5.16734
O -1.40227 4.51899 7.30924
O -4.53731 -2.21850 -2.85390
H 7.50784 -1.18173 2.11847
H -2.66473 2.18452 5.36263
C 5.12257 -3.75311 2.65033
S -2.37989 -3.57511 -1.29238
N 2.63486 -3.98453 -0.53004
H -6.37494 1.50151 -3.10733
F 1.54673 1.05756 2.15653
C -1.89612 2.65431 5.97957
H -0.01131 -5.90864 -2.10986
H -0.91792 5.56688 3.02040
H -5.61970 1.20683 -0.53724
H -6.59760 -7.61354 -5.03899
C -5.58311 -7.23107 -5.16332
H -4.42824 0.81303 -1.80486
C 0.17804 3.52197 -4.31057
S 0.38097 3.78364 0.40653
O -5.48555 -5.89512 -4.67267
H -0.74031 5.06354 -3.08573
H 6.14750 -0.52797 3.20791
C -2.48312 3.65128 6.97058
S -3.94806 -5.60701 -4.21971
O 8.08954 4.71867 0.08012
C -0.42485 5.46602 2.05246
H 5.83104 -4.84329 4.59924
O -6.36691 -0.57364 -3.21034
O -1.69587 -5.05306 -1.24093
H 0.53250 -3.54064 -1.85913
O -6.82615 -2.62433 -1.87127
F 3.20195 0.42566 0.64810
C 2.66851 0.11671 1.98795
F 3.63771 0.42171 3.01497
C -0.71306 4.74449 -4.13249
C 2.79283 -3.40338 0.56153

Atomic forces in eV per Å
O -1.0 0.4 0.2
H 0.2 0.2 0.0
N 0.6 -1.7 -1.1
H 0.1 0.1 0.0
O 0.3 0.3 0.9
O 0.7 -1.0 -0.7
H 0.1 0.2 0.1
C 0.4 0.4 -0.5
O -1.3 0.7 -0.4
H -0.2 -0.2 0.1
N 4.0 0.7 -8.0
H 0.3 0.2 0.0
C -2.0 -0.4 5.0
H 1.2 1.7 0.6
S 0.1 -0.1 -0.1
H 0.0 -0.1 0.1
H 0.8 1.5 -1.6
C -0.3 0.3 0.4
C 0.0 0.0 -0.6
H -0.1 0.0 0.0
O -0.7 -0.6 0.3
C 0.0 -0.7 0.0
H 0.0 -2.0 0.6
O 0.1 -0.6 -0.6
C -1.1 0.1 1.2
H -0.3 -0.2 -0.1
C -0.6 -1.0 1.6
S 0.7 -0.1 -0.5
H 0.0 0.0 -0.1
H 0.9 -1.5 -1.0
O -0.2 -0.6 -1.0
C -1.5 -2.3 -0.4
C 0.6 -0.2 0.2
O 0.1 0.7 1.3
H 1.4 0.6 1.8
O 0.5 -1.0 0.4
O -1.9 0.0 6.2
S -0.1 0.1 0.1
C -0.5 0.0 0.6
O 0.0 -1.0 -0.2
O -0.7 -0.6 -0.5
H 0.0 -0.1 0.0
O -0.3 -0.5 1.2
S 0.1 -0.3 0.3
O -1.0 -0.6 0.1
C -0.5 -0.2 0.2
O 1.0 -0.4 0.2
H 0.3 0.2 0.0
C -0.7 1.4 -0.5
H 0.2 0.0 0.0
H -0.1 0.0 0.0
H -0.3 0.1 0.1
H 0.0 0.1 0.1
O 5.8 4.5 8.3
O -1.6 -7.4 -6.7
H 0.0 -0.1 -0.1
O 0.8 1.2 0.0
O -0.1 0.4 -0.7
O 0.4 -0.2 -1.2
H -0.1 0.0 0.0
C -0.8 0.2 -0.1
O -4.4 3.6 4.5
C 3.4 2.1 -4.9
O 0.7 0.5 -0.7
H 0.1 0.1 0.0
H 0.2 -0.2 -0.2
O 0.1 1.0 0.3
O 0.8 -0.2 -0.6
O -3.8 3.4 -1.4
H -2.1 1.0 -0.5
H 0.2 0.2 -0.1
C 3.7 -3.8 -2.4
S -1.4 0.6 -0.1
N 1.0 4.2 8.1
H 0.1 -0.3 -0.1
F 3.6 -2.7 -0.3
C -0.1 -0.5 0.5
H -0.2 0.1 0.2
H 0.2 -0.2 -0.1
H 0.0 -0.3 0.0
H 0.1 0.3 0.1
C 0.2 -0.3 -0.5
H -0.1 0.1 0.0
C 0.3 0.4 -0.5
S -0.3 -0.1 0.4
O 0.6 0.0 0.4
H 0.1 0.0 -0.1
H 0.5 -0.2 -2.1
C -0.6 -0.1 -0.4
S -0.6 -0.1 0.3
O -1.2 0.4 0.5
C -0.1 0.8 -0.1
H -1.8 0.6 -1.5
O 0.4 -0.2 0.5
O 0.3 0.7 0.3
H 0.0 -0.1 -0.1
O 1.1 0.6 -0.3
F -1.1 -1.1 4.2
C -0.9 2.6 -0.6
F -2.8 -1.0 -3.4
C 0.4 0.1 0.6
C -0.2 -2.6 -5.6

LUMO energy, eV: -0.62
Frontier orbital gap, eV: 8.008
Highest occupied orbital energy, eV: -8.63

(4)
Molecular formula: C25H31F15O11
Method: DFT, ωB97M-V with the def2-TZVPD basis set

CARTESIAN COORDINATES (ANGSTROEM)
H 2.68346 -0.66674 4.10348
O 0.97256 6.49731 -4.45060
H 6.29826 -7.16513 5.72298
F 3.98832 -2.94299 4.64363
H 3.79038 -8.40587 4.43174
C -0.60129 3.50557 -0.70492
H -2.77949 4.98938 -2.04999
C -1.14960 -6.06613 0.26028
H -0.87205 -6.74942 -0.55050
H -1.15607 4.81935 1.20254
H -2.36019 -7.48827 1.35957
C 0.72465 9.09229 -1.27893
F 1.46702 8.72728 -2.52106
C -2.91714 0.24191 -6.27205
F 3.84818 -4.28187 2.93059
H -2.58499 7.73312 -2.38634
C -1.40673 7.85262 -2.53458
H -2.69564 -5.80597 1.74746
O 0.65788 4.47866 -2.88774
H 2.53046 -1.41960 1.71477
O -5.33058 0.93204 -5.27478
F -3.89765 4.10413 -5.28269
C -0.76572 6.35505 -2.35161
H -1.27120 -5.07301 -0.18384
H -4.44437 0.39844 -7.80159
C 4.96253 -5.13756 4.88948
C -0.38248 -0.13071 3.17038
H -1.39184 9.99748 -1.69645
C -2.44619 -6.48648 0.92698
H 6.26003 -8.03338 4.19040
O -0.93695 -1.19601 3.42503
O 0.97099 0.06752 3.26589
O -0.09605 -5.96262 1.23068
C 0.42734 5.86100 -3.41151
C 1.66571 -6.87070 2.55817
F 5.76500 -3.38465 3.45952
H -1.21928 8.23940 -3.62631
H -2.05405 5.02673 -3.73907
F 1.29784 -6.01564 3.55641
H 4.70217 -9.12307 5.78247
H -2.88298 1.05615 -8.27341
F 2.75915 -6.31136 1.96389
F 0.98953 10.51427 -0.88191
F -5.79896 3.55040 -4.37433
H -3.11514 -0.70778 -8.20381
C -4.41962 1.75198 -5.20424
F -3.93262 3.15520 -3.31870
H 1.12941 -2.40543 2.11266
C 4.64003 -3.94544 3.99017
O -3.15130 1.52644 -5.67413
H 2.70536 -2.79527 2.83151
H -0.21133 6.40801 -1.31319
F 1.12279 8.24010 -0.10676
C -0.90990 8.95571 -1.41725
C -1.08726 1.15868 2.75247
H -0.68460 2.91101 -3.00284
C -0.60496 3.89171 -2.32851
C -1.51993 4.16650 0.29908
C -4.51503 3.13032 -4.55232
F 2.10674 -8.00246 3.17562
H -1.83899 0.05942 -6.22091
F -1.17712 2.05027 3.78138
C 5.66107 -7.41561 4.86710
C 4.42488 -8.18397 5.29584
F -0.44151 1.81008 1.74173
H -2.69935 4.04396 0.18930
H 1.24384 -1.59786 4.50923
H 3.81862 -7.59756 5.99347
O 0.25383 -8.22450 1.07719
H 0.09532 2.65501 -0.25255
O 5.29126 -6.23565 4.13685
H -3.40580 -0.55406 -5.69851
F -2.36144 0.95448 2.31495
O 4.96763 -5.12383 6.11704
C 0.54023 -7.13216 1.55875
C 2.04849 -1.97679 2.52455
H -3.26871 -6.48955 0.20652
C -3.36398 0.24177 -7.72211
O -1.41049 8.58377 -0.05595
C 1.74701 -1.06148 3.69658
H -1.24529 9.40283 0.50617
C -1.75210 5.02921 -2.60854

Atomic forces in eV per Å
H -0.3 0.3 -0.1
O -3.2 -4.9 7.0
H -0.2 0.2 -0.2
F 0.8 -1.3 0.0
H 0.4 -0.1 0.2
C -1.2 1.5 1.9
H 2.4 0.0 -0.5
C -0.7 -0.1 -0.5
H 0.1 0.0 0.3
H -0.5 -2.6 -1.1
H 0.0 0.1 -0.2
C 0.1 0.2 0.7
F -2.2 1.4 4.7
C 0.1 -0.7 -0.5
F 1.2 -0.4 1.2
H 2.6 0.5 -0.3
C -0.7 -0.6 -0.1
H 0.0 0.0 -0.2
O -0.7 2.4 -1.1
H 0.0 0.0 0.2
O 1.8 2.3 0.4
F -0.4 -1.1 0.3
C 0.7 0.5 -0.6
H 0.3 -0.1 0.3
H 0.1 -0.1 0.1
C 0.8 -2.4 2.2
C 1.3 -2.9 1.1
H 1.4 -2.0 0.4
C 0.0 -0.2 0.3
H -0.1 0.4 -0.1
O 0.8 2.7 -0.7
O -2.1 0.5 -0.1
O 1.4 -1.3 0.7
C 0.6 2.2 -2.2
C 1.9 0.5 1.7
F -0.7 -0.8 0.7
H -0.2 -0.6 2.2
H 0.8 0.0 2.0
F 0.0 -0.7 -1.0
H 0.0 0.1 -0.1
H 0.1 -0.2 0.1
F -1.3 -0.7 0.0
F -0.1 -4.4 -1.3
F 1.2 -0.9 -0.4
H 0.0 0.1 0.1
C -0.1 -3.1 -1.2
F -0.4 -0.6 -1.0
H 0.1 0.0 0.1
C -0.5 1.9 -1.4
O -1.5 0.9 1.1
H -0.6 0.7 -0.3
H -1.3 -0.8 -1.9
F -0.3 2.7 -4.2
C -0.6 -0.3 0.0
C -1.3 2.1 -0.8
H -0.2 2.1 1.6
C -2.1 -1.5 -0.2
C 0.8 -1.2 -2.4
C -0.5 2.4 0.9
F -0.9 0.8 -1.0
H -0.2 0.4 0.2
F 0.3 -1.1 -0.6
C 0.1 -0.8 0.5
C -0.3 0.1 0.0
F -0.2 -1.0 1.0
H 2.6 1.5 -0.6
H -0.1 0.2 -0.3
H 0.2 -0.1 0.0
O 1.1 2.3 1.5
H -0.4 2.9 -1.3
O -0.4 2.0 0.5
H -0.1 0.3 0.0
F 1.3 -0.3 0.5
O -0.2 0.6 -2.9
C -2.3 -0.9 -2.3
C -0.2 -0.1 -0.2
H 0.1 0.0 0.1
C -0.3 0.2 -0.1
O 0.9 2.0 -1.6
C 0.5 -0.7 0.1
H -0.3 -1.6 -0.9
C 1.1 0.7 -0.4

LUMO energy, eV: -0.36
Frontier orbital gap, eV: 7.873
SMILES: C=C[C@H]1C[C@H](C[C@@H](O)C(F)(F)F)C(=O)O1.CCOC(=O)C(F)(F)F.CCOC(=O)C(F)(F)F.CCOC(=O)C(F)(F)F.CCOC(=O)C(F)(F)F
Highest occupied orbital energy, eV: -8.23